{"formula": "C14H59N7O20", "method": "ωB97M-V with the def2-TZVPD basis set", "energy_ev": -66853.5261, "e_lumo_ha": -0.014, "elements": ["O", "O", "O", "O", "O", "O", "O", "O", "O", "O", "O", "O", "O", "O", "O", "O", "O", "O", "O", "O", "N", "N", "N", "N", "N", "N", "N", "C", "C", "C", "C", "C", "C", "C", "C", "C", "C", "C", "C", "C", "C", "H", "H", "H", "H", "H", "H", "H", "H", "H", "H", "H", "H", "H", "H", "H", "H", "H", "H", "H", "H", "H", "H", "H", "H", "H", "H", "H", "H", "H", "H", "H", "H", "H", "H", "H", "H", "H", "H", "H", "H", "H", "H", "H", "H", "H", "H", "H", "H", "H", "H", "H", "H", "H", "H", "H", "H", "H", "H", "H"], "positions_angstrom": [[-2.612, -1.785, -7.395], [-5.376, -1.987, -6.622], [0.802, -2.276, -8.875], [-3.844, 2.788, -3.623], [-2.102, 1.765, -5.477], [3.744, 2.047, 0.357], [-3.113, -0.533, 2.399], [5.256, -2.696, -5.798], [-1.520, 1.060, 0.677], [-2.186, -0.638, 7.308], [0.103, -3.100, 3.991], [4.356, -5.000, -4.713], [-5.202, 0.471, -0.458], [2.435, -4.019, -1.005], [0.416, 5.537, 2.269], [-2.325, 1.733, 8.542], [-1.359, 5.909, 4.985], [0.889, 3.864, 8.498], [2.976, 1.639, 6.179], [4.555, -1.533, 0.693], [0.628, 1.579, 4.615], [0.342, -1.094, -3.213], [2.161, -1.309, -1.719], [-1.567, -1.310, -4.609], [-1.669, -0.365, -2.478], [0.023, -0.626, -0.862], [1.931, -0.500, 0.396], [1.303, -0.774, -0.806], [-0.065, 1.402, 5.907], [1.848, -2.595, -5.150], [1.243, -0.688, 1.679], [0.452, -2.289, -5.339], [-3.682, -0.427, -3.851], [1.653, -1.420, -2.933], [1.215, 0.631, 2.406], [0.335, 2.943, 4.119], [-0.452, -0.653, -2.204], [-0.221, -1.563, -4.374], [0.427, 0.451, 3.679], [2.421, -2.125, -3.938], [-2.184, -0.651, -3.674], [1.810, -2.361, -8.902], [-1.942, 2.478, 7.973], [-2.570, -2.787, -7.256], [-5.206, -0.246, 0.256], [2.471, -3.143, -5.871], [-0.108, -2.478, -6.304], [-1.320, 1.975, -4.871], [4.739, -2.507, 0.491], [4.168, 1.313, -0.196], [4.993, -1.845, -6.278], [-2.252, -1.337, -6.562], [2.804, 2.196, 0.016], [0.678, -0.482, 4.247], [1.156, 5.775, 2.917], [3.470, -2.428, -3.604], [0.551, 3.753, 4.825], [-4.226, -1.324, -4.160], [-1.575, 5.429, 4.121], [0.435, 2.021, 6.656], [6.198, -2.936, -6.076], [-4.470, -1.712, -6.978], [0.721, 1.319, 1.768], [3.291, -4.441, -1.344], [4.729, -1.377, 1.678], [1.293, 4.740, 8.804], [1.642, -1.513, 2.345], [2.096, 1.772, 5.697], [-0.620, 0.421, 3.463], [-0.894, 0.314, 0.404], [0.060, 0.350, 6.211], [-3.145, 2.319, -4.185], [-3.775, 0.199, -4.714], [0.927, 3.101, 3.173], [-0.834, 6.744, 4.760], [-2.061, 0.270, 7.738], [-3.630, 2.620, -2.649], [-3.941, -1.020, 2.083], [0.212, -0.953, 1.504], [-5.379, -2.993, -6.513], [0.352, 6.275, 1.579], [3.598, 2.392, 5.913], [-1.082, 1.730, 5.926], [-2.273, 0.658, 1.220], [4.749, -4.124, -5.032], [2.518, -3.016, -1.104], [-6.131, 0.528, -0.853], [-0.684, 3.045, 3.808], [-4.070, -0.017, -2.900], [-2.707, -1.062, 3.160], [0.076, 4.072, 7.933], [-0.399, -3.322, 3.141], [-3.310, 1.917, 8.680], [4.391, -5.659, -5.480], [2.926, -0.727, 0.343], [-1.656, -1.315, 7.842], [-1.743, 1.588, -6.406], [2.228, 1.051, 2.719], [0.404, -3.138, -9.223], [0.284, -3.964, 4.485]], "forces_ev_per_a": [[0.409, -1.009, 1.040], [1.025, -1.441, -0.184], [1.116, -1.659, -0.546], [1.516, -0.875, 1.128], [2.449, 0.011, -0.711], [-0.710, -0.841, -1.569], [-1.005, -1.961, 0.816], [1.511, 1.368, -1.574], [-0.375, -1.304, 0.830], [1.172, -0.527, 1.372], [-0.589, -1.845, -0.627], [0.603, -0.194, -1.709], [-1.614, -1.164, 0.550], [1.794, 0.339, -0.488], [1.076, 1.805, -0.030], [-1.012, 2.011, -0.633], [0.517, 0.653, -1.643], [-0.782, 1.852, -0.439], [0.542, 1.645, -0.747], [0.953, -1.415, 1.426], [-0.173, 1.081, 1.262], [2.082, -1.179, -0.538], [-0.544, 1.435, -0.669], [1.389, 0.163, -0.176], [-0.939, 0.924, 1.288], [-2.053, 0.531, -3.992], [-0.560, -1.268, -1.203], [2.947, -0.583, 3.055], [1.535, -0.608, -0.163], [-0.686, 1.499, 1.941], [0.788, 0.176, 0.387], [1.201, -0.084, -0.958], [0.869, -0.066, 0.725], [1.510, -2.023, -1.028], [1.399, -0.209, 1.788], [1.363, -0.899, -1.704], [-0.379, 0.016, 3.246], [-1.855, -0.164, -1.865], [0.204, 0.766, 1.445], [0.433, -0.703, -0.472], [-1.937, -1.280, -0.276], [-2.290, -0.160, -0.121], [-1.104, -1.447, 1.266], [0.120, 2.311, 0.084], [-0.360, 1.600, -1.764], [-0.530, 0.183, 0.427], [0.882, 0.094, 1.426], [-1.326, -0.450, -1.648], [-0.438, 2.058, 0.722], [-1.273, 1.557, 1.032], [0.762, -1.838, 1.016], [-0.484, -1.371, -0.949], [2.081, -0.699, 0.581], [0.020, 0.723, -0.588], [-1.524, -0.286, -1.620], [-1.691, 0.591, -0.671], [0.184, -0.521, 0.138], [0.376, -0.230, 0.330], [0.790, 1.323, 1.597], [0.186, -0.044, 0.088], [-1.976, 0.835, 0.413], [-1.396, -0.912, 0.571], [-0.375, 0.873, -0.550], [-1.873, 1.149, 0.573], [-0.259, -0.633, -2.059], [-1.171, -1.777, -0.866], [0.099, 0.776, -1.058], [1.611, -0.194, 0.020], [-1.070, -0.348, -0.464], [-1.637, 1.251, 0.224], [-0.439, 0.481, 0.011], [-1.670, 0.968, 1.284], [-0.425, 0.832, -0.171], [-0.439, 0.076, 1.030], [-1.251, -2.007, 0.081], [-0.189, -1.719, -0.394], [-0.275, 0.161, -2.157], [1.949, 0.813, 1.021], [-0.308, -0.243, -0.303], [0.294, 2.301, -0.376], [0.414, -1.486, 1.643], [-1.640, -1.630, 0.463], [-1.172, -0.198, -0.435], [1.793, 0.565, -1.149], [-0.918, -1.814, 0.254], [0.193, -1.674, -0.107], [1.925, -0.379, 1.087], [-1.048, 0.045, -0.127], [-0.029, -0.016, -0.828], [-1.070, 1.000, -1.574], [1.930, 0.032, 1.255], [1.169, 0.105, 1.926], [2.151, -0.190, -0.500], [0.043, 1.685, 1.610], [-0.440, -0.112, 0.345], [-1.124, 1.754, -1.063], [-0.582, 0.456, 2.090], [-0.985, -0.746, -0.748], [1.187, 1.808, 0.679], [-0.573, 1.745, -1.355]], "mulliken_charge": [-0.814, -0.650, -0.642, -0.680, -0.753, -0.644, -0.611, -0.643, -0.607, -0.685, -0.587, -0.633, -0.586, -0.661, -0.628, -0.695, -0.644, -0.616, -0.727, -0.669, 0.599, 0.139, -0.806, -0.512, -0.460, -0.361, 0.695, 0.471, -1.055, -0.136, -1.837, -0.611, -1.113, 0.015, -0.040, -1.478, 0.206, 0.293, -0.882, -0.105, 0.623, 0.309, 0.337, 0.311, 0.272, 0.404, 0.196, 0.328, 0.298, 0.311, 0.320, 0.428, 0.322, 0.309, 0.332, 0.267, 0.426, 0.349, 0.344, 0.326, 0.281, 0.423, 0.508, 0.303, 0.319, 0.303, 0.374, 0.420, 0.295, 0.471, 0.312, 0.386, 0.363, 0.292, 0.307, 0.408, 0.341, 0.256, 0.410, 0.286, 0.291, 0.277, 0.456, 0.336, 0.394, 0.349, 0.302, 0.406, 0.170, 0.310, 0.307, 0.325, 0.346, 0.299, 0.267, 0.317, 0.318, 0.212, 0.327, 0.278]}